Entry 1:
{"formula": "C21H25ClN2O3", "method": "ωB97M-V with the def2-TZVPD basis set", "largest_force_ha_per_bohr": 0.014, "gap_ev": 9.02, "e_above_lowest_kcal_mol": 35.4, "energy_ha": -1610.61838, "species": ["C", "O", "C", "C", "C", "N", "C", "C", "C", "O", "C", "C", "C", "C", "Cl", "C", "C", "C", "O", "N", "C", "C", "C", "C", "C", "C", "C", "H", "H", "H", "H", "H", "H", "H", "H", "H", "H", "H", "H", "H", "H", "H", "H", "H", "H", "H", "H", "H", "H", "H", "H", "H"], "xyz": [[6.57, 2.45, 0.42], [5.79, 1.40, 0.94], [4.45, 1.73, 1.19], [3.60, 1.91, -0.07], [2.11, 2.05, 0.28], [1.22, 2.30, -0.84], [1.17, 1.29, -1.88], [0.35, 0.06, -1.49], [-0.94, 0.27, -0.67], [-2.09, -0.07, -1.38], [-3.30, 0.03, -0.75], [-3.47, 0.28, 0.60], [-4.75, 0.37, 1.13], [-5.85, 0.20, 0.32], [-7.44, 0.31, 0.99], [-5.69, -0.06, -1.03], [-4.42, -0.15, -1.57], [-0.33, -0.76, 0.30], [-0.73, -1.35, 1.27], [0.84, -0.78, -0.39], [2.09, -1.42, -0.29], [2.75, -1.72, -1.47], [4.01, -2.30, -1.46], [4.61, -2.59, -0.24], [3.94, -2.30, 0.93], [2.68, -1.71, 0.94], [2.03, -1.40, 2.25], [7.60, 2.09, 0.42], [6.28, 2.71, -0.60], [6.49, 3.34, 1.05], [4.39, 2.64, 1.81], [4.06, 0.89, 1.77], [3.93, 2.79, -0.62], [3.76, 1.03, -0.70], [1.99, 2.89, 0.97], [1.78, 1.15, 0.78], [1.46, 3.19, -1.26], [2.16, 0.96, -2.21], [0.66, 1.74, -2.74], [0.15, -0.53, -2.39], [-0.99, 1.28, -0.24], [-2.62, 0.39, 1.26], [-4.88, 0.56, 2.19], [-6.56, -0.20, -1.66], [-4.28, -0.35, -2.61], [2.28, -1.50, -2.42], [4.51, -2.52, -2.39], [5.59, -3.05, -0.22], [4.41, -2.53, 1.88], [2.71, -1.62, 3.07], [1.74, -0.36, 2.31], [1.12, -1.99, 2.38]], "nbo_charge": [-0.249, -0.532, -0.052, -0.458, -0.221, -0.631, -0.240, -0.040, 0.002, -0.485, 0.288, -0.282, -0.196, -0.070, -0.003, -0.227, -0.199, 0.672, -0.581, -0.437, 0.131, -0.226, -0.209, -0.210, -0.185, -0.022, -0.643, 0.195, 0.162, 0.162, 0.156, 0.189, 0.194, 0.213, 0.197, 0.193, 0.362, 0.184, 0.216, 0.206, 0.221, 0.237, 0.227, 0.227, 0.219, 0.212, 0.216, 0.217, 0.213, 0.216, 0.212, 0.259]}

***

Entry 2:
{"formula": "C33H50N6O5STi", "method": "ωB97M-V with the def2-TZVPD basis set", "largest_force_ha_per_bohr": 0.052, "gap_ev": [8.56, 9.82], "s2": 0.752, "multiplicity": 2, "total_charge": 1, "e_above_lowest_kcal_mol": 29.2, "energy_ha": -3239.73039, "species": ["Ti", "C", "C", "C", "C", "C", "C", "N", "C", "C", "N", "C", "C", "O", "O", "C", "C", "C", "C", "C", "C", "N", "C", "C", "N", "C", "C", "O", "O", "H", "H", "H", "H", "H", "H", "H", "H", "H", "H", "H", "H", "H", "H", "H", "H", "H", "H", "H", "H", "H", "H", "H", "H", "H", "H", "H", "H", "H", "H", "H", "H", "H", "H", "H", "H", "H", "H", "H", "O", "C", "N", "N", "S", "C", "C", "C", "C", "C", "C", "C", "C", "C", "C", "C", "C", "H", "H", "H", "H", "H", "H", "H", "H", "H", "H", "H"], "xyz": [[-0.08, 1.05, 0.20], [4.30, 1.17, 0.31], [3.24, 1.01, -0.78], [3.02, -0.49, -1.14], [2.60, -1.61, -0.15], [3.67, -1.93, 0.89], [2.36, -2.87, -1.00], [1.30, -1.22, 0.50], [0.73, -2.05, 1.58], [-0.56, -1.44, 2.17], [-0.38, -0.07, 2.69], [0.68, -0.12, 3.72], [2.04, 0.19, 3.08], [3.09, -0.08, 3.63], [1.93, 0.76, 1.94], [-1.58, 0.53, 3.35], [-2.99, 0.19, 2.84], [-1.41, 2.06, 3.51], [-1.08, 3.09, 2.38], [-2.27, 3.43, 1.48], [-0.68, 4.36, 3.15], [0.06, 2.60, 1.56], [0.81, 3.59, 0.77], [2.12, 2.97, 0.26], [1.96, 1.79, -0.62], [1.52, 2.24, -1.96], [0.00, 2.10, -2.16], [-0.45, 1.92, -3.28], [-0.69, 2.21, -1.09], [5.13, 0.50, 0.07], [3.95, 0.92, 1.30], [4.70, 2.18, 0.32], [3.73, 1.41, -1.68], [3.98, -0.81, -1.54], [2.33, -0.52, -1.98], [4.64, -1.98, 0.42], [3.48, -2.90, 1.35], [3.72, -1.19, 1.68], [3.26, -3.13, -1.55], [1.56, -2.71, -1.72], [2.11, -3.72, -0.37], [0.58, -1.06, -0.29], [1.52, -0.27, 0.98], [1.49, -2.17, 2.37], [0.48, -3.04, 1.20], [-0.88, -2.13, 2.98], [-1.32, -1.42, 1.39], [0.70, -1.08, 4.25], [0.54, 0.65, 4.48], [-1.58, 0.14, 4.38], [-3.32, 0.86, 2.06], [-3.67, 0.30, 3.68], [-3.07, -0.83, 2.48], [-0.64, 2.22, 4.27], [-2.34, 2.41, 3.96], [-3.17, 3.55, 2.07], [-2.43, 2.65, 0.73], [-2.08, 4.36, 0.95], [-1.43, 4.59, 3.90], [-0.60, 5.23, 2.50], [0.28, 4.22, 3.67], [0.73, 2.21, 2.22], [1.11, 4.46, 1.38], [0.18, 3.95, -0.05], [2.68, 2.66, 1.15], [2.71, 3.75, -0.24], [2.01, 1.68, -2.76], [1.77, 3.30, -2.12], [-4.01, 0.78, -0.59], [-2.93, 0.59, -0.20], [-1.86, 0.30, 0.25], [-0.14, -0.50, -1.61], [-1.61, -0.51, -2.33], [-1.28, -1.27, -3.94], [-0.74, -2.53, -4.09], [-0.51, -3.02, -5.36], [-0.83, -2.25, -6.47], [-1.36, -0.99, -6.31], [-1.58, -0.48, -5.04], [-2.40, -1.95, -1.57], [-3.78, -2.01, -1.63], [-4.45, -3.05, -1.01], [-3.73, -4.04, -0.34], [-2.35, -3.98, -0.30], [-1.68, -2.93, -0.91], [0.50, -0.27, -2.36], [-0.52, -3.14, -3.22], [-0.10, -4.01, -5.49], [-0.66, -2.65, -7.46], [-1.60, -0.38, -7.17], [-1.98, 0.51, -4.88], [-4.33, -1.24, -2.16], [-5.52, -3.09, -1.05], [-4.25, -4.84, 0.15], [-1.79, -4.76, 0.20], [-0.60, -2.88, -0.89]], "mulliken_spin": [0.928, 0.000, 0.002, -0.002, 0.039, 0.000, -0.001, 0.045, 0.015, 0.000, -0.010, 0.008, -0.002, 0.000, -0.038, 0.027, 0.002, -0.016, 0.029, -0.004, 0.001, -0.037, 0.010, 0.019, 0.018, 0.016, -0.008, -0.003, -0.035, 0.000, 0.000, 0.000, -0.002, 0.000, -0.006, 0.000, 0.000, 0.000, 0.000, -0.001, 0.000, -0.093, 0.010, 0.000, 0.001, -0.001, 0.008, 0.001, 0.000, -0.001, 0.001, 0.000, -0.001, 0.000, 0.000, 0.001, 0.000, 0.000, 0.000, 0.000, 0.000, 0.009, 0.000, 0.005, 0.000, 0.004, -0.001, -0.002, 0.010, 0.053, -0.021, 0.001, 0.003, -0.001, 0.001, 0.000, 0.000, 0.000, 0.000, 0.003, 0.003, -0.001, 0.001, -0.002, 0.003, 0.010, 0.000, 0.000, 0.000, 0.000, 0.000, 0.000, 0.000, 0.000, 0.000, 0.000]}

***

Entry 3:
{"formula": "C5H14", "method": "ωB97M-V with the def2-TZVPD basis set", "largest_force_ha_per_bohr": 0.031, "gap_ev": 12.49, "e_above_lowest_kcal_mol": 14.1, "energy_ha": -198.86671, "species": ["C", "C", "C", "H", "H", "H", "H", "H", "H", "H", "H", "C", "C", "H", "H", "H", "H", "H", "H"], "xyz": [[-0.16, 1.13, 0.74], [-0.34, 0.69, 2.19], [-1.04, -0.65, 2.24], [0.23, 2.15, 0.67], [-1.10, 1.20, 0.20], [0.58, 0.49, 0.26], [0.63, 0.53, 2.67], [-0.83, 1.48, 2.77], [-0.57, -1.43, 1.64], [-1.28, -0.96, 3.26], [-2.03, -0.59, 1.77], [0.23, -0.95, -2.02], [1.22, -0.13, -2.91], [-0.69, -1.19, -2.54], [0.77, -1.79, -1.60], [-0.15, -0.27, -1.26], [0.96, -0.24, -3.96], [2.23, -0.53, -2.79], [1.37, 0.85, -2.46]], "nbo_charge": [-0.610, -0.398, -0.609, 0.207, 0.202, 0.206, 0.194, 0.199, 0.207, 0.209, 0.196, -0.626, -0.622, 0.206, 0.207, 0.213, 0.212, 0.200, 0.208]}

***

Entry 4:
{"formula": "C5H8O2", "method": "ωB97M-V with the def2-TZVPD basis set", "largest_force_ha_per_bohr": 0.019, "gap_ev": 10.73, "e_above_lowest_kcal_mol": 47.7, "energy_ha": -345.72897, "species": ["O", "C", "C", "C", "C", "C", "O", "H", "H", "H", "H", "H", "H", "H", "H"], "xyz": [[1.96, -0.95, -0.48], [1.08, -0.35, 0.44], [0.65, 1.06, 0.00], [-0.70, 0.67, -0.62], [-1.50, 0.03, 0.52], [-0.33, -1.03, 0.28], [-0.50, -0.70, -1.13], [1.45, -1.07, -1.30], [1.60, -0.39, 1.40], [0.52, 1.73, 0.86], [1.35, 1.50, -0.70], [-1.12, 1.31, -1.39], [-1.66, 0.51, 1.49], [-2.49, -0.22, 0.10], [-0.28, -2.11, 0.49]], "nbo_charge": [-0.717, 0.073, -0.466, 0.077, -0.427, 0.054, -0.544, 0.482, 0.190, 0.213, 0.226, 0.201, 0.202, 0.227, 0.208]}

***

Entry 5:
{"formula": "C13H19N2", "method": "ωB97M-V with the def2-TZVPD basis set", "largest_force_ha_per_bohr": 0.089, "gap_ev": 8.48, "total_charge": 1, "e_above_lowest_kcal_mol": 90.5, "energy_ha": -615.89599, "species": ["C", "C", "C", "C", "C", "C", "C", "C", "C", "C", "C", "C", "C", "N", "N", "H", "H", "H", "H", "H", "H", "H", "H", "H", "H", "H", "H", "H", "H", "H", "H", "H", "H", "H"], "xyz": [[-1.09, -2.82, -0.02], [-0.73, -2.42, -1.29], [-0.63, -2.05, 1.04], [0.10, -1.38, -1.53], [0.28, -1.05, 0.86], [0.64, -0.68, -0.43], [3.76, 1.64, -0.61], [2.81, 0.59, -0.12], [-1.46, 1.47, 0.17], [3.43, -0.23, 0.93], [-3.39, 0.72, -1.02], [-3.31, 1.27, 1.51], [1.55, 0.46, -0.64], [-2.73, 1.37, 0.18], [-0.39, 1.97, 0.12], [-1.68, -3.72, 0.12], [-1.12, -2.98, -2.09], [-0.82, -2.38, 2.13], [0.30, -0.95, -2.53], [0.54, -0.49, 1.77], [4.71, 1.10, -0.67], [3.71, 2.38, 0.16], [4.48, -0.74, 0.61], [3.84, 0.29, 1.76], [3.04, -1.12, 1.54], [-2.77, 0.02, -1.61], [-4.40, 0.25, -0.63], [-3.66, 1.50, -1.74], [-4.35, 1.39, 1.29], [-3.07, 0.34, 2.04], [-3.00, 2.14, 2.07], [1.42, 0.80, -1.67], [3.35, 1.91, -1.53], [0.66, 1.40, -0.17]], "nbo_charge": [-0.206, -0.197, -0.206, -0.221, -0.243, -0.022, -0.650, 0.337, 0.669, -0.744, -0.420, -0.401, -0.537, -0.418, -0.473, 0.235, 0.223, 0.227, 0.224, 0.224, 0.246, 0.251, 0.273, 0.263, 0.263, 0.239, 0.239, 0.231, 0.228, 0.221, 0.231, 0.258, 0.227, 0.428]}